Density functional theory data (the ωB97M-V functional and the def2-TZVPD basis) for a molecular structure, C37H36N3NdO2PS2Se2 in a non-equilibrium geometry.

```
84
Properties=species:S:1:pos:R:3:forces:R:3:lowdin_charge:R:1
H -3.018973 -5.082626 4.616100 0.0271 -0.0080 -0.0089 0.130
C 2.926322 2.628570 -2.906724 0.0729 0.0738 -0.2572 -0.303
H 4.825798 -2.303451 0.548360 -0.0052 0.0039 -0.0027 0.127
H 1.049271 2.869504 -3.945583 -0.0066 -0.0102 0.0485 0.110
H 1.792960 -5.018161 -0.561521 -0.0073 -0.0051 -0.0086 0.128
H 0.396920 4.489300 -0.952965 0.0172 -0.0634 -0.0245 0.110
H 4.469873 5.440988 1.693238 0.0004 -0.0076 -0.0030 0.123
C -3.118702 1.022575 -1.243553 -0.0505 0.1670 -0.0076 -0.680
C 2.128749 2.906759 -4.017051 0.0557 -0.0059 -0.0586 -0.053
H -1.498056 3.280560 0.464536 0.0202 -0.0182 -0.0244 0.094
H 2.134230 1.748319 3.750595 0.0351 0.0122 0.0914 0.098
H -5.127314 1.133052 -1.987543 -0.0040 0.0063 0.0009 0.118
N -2.122395 1.614669 -0.579633 0.0655 -0.2215 -0.0088 -0.148
C 4.912160 3.010491 -4.205329 -0.0627 -0.0012 -0.0233 -0.040
H 4.204626 -0.561171 2.182499 0.0053 -0.0073 -0.0050 0.124
C 3.274862 0.700451 0.720729 -0.0741 0.0424 -0.0588 -0.105
C 3.930584 -0.448982 1.141705 -0.0142 -0.0182 -0.0116 -0.038
H 4.582895 3.545513 -6.254547 -0.0026 -0.0055 0.0030 0.124
C 3.466812 4.016867 0.444394 0.0262 0.0248 0.0185 -0.073
Nd 0.051980 0.429451 -0.078569 -0.9452 -0.7943 0.4660 1.578
C 0.023736 -2.077076 -2.205328 0.0576 -0.2499 -0.0667 -0.668
O 0.659097 1.952965 -1.551701 0.9227 0.7581 0.1037 -0.546
H -0.229373 -3.301196 -3.947355 0.0077 0.0016 -0.0052 0.122
C -4.588975 2.844160 -0.792028 -0.0700 0.0032 -0.0297 -0.001
C 1.280273 4.678258 -0.354462 -0.0167 0.0838 0.0517 -0.082
H 5.989321 3.052773 -4.289949 -0.0004 0.0001 0.0229 0.122
C 1.288708 -4.198699 -1.053990 -0.0149 0.0986 0.0452 -0.009
H 2.128228 3.448882 -6.092731 -0.0178 0.0000 0.0166 0.120
C 4.279045 -1.428499 0.219918 0.0259 -0.0250 0.0387 -0.037
H -0.793054 1.545366 4.092733 -0.0207 0.0271 0.0713 0.100
S -2.109250 -0.339603 1.752641 -0.0036 -0.3068 0.1888 0.590
H -3.700659 4.422278 0.379855 0.0139 -0.0012 0.0038 0.125
C 0.818215 -4.314429 -2.351233 -0.0196 -0.0884 -0.1068 0.002
H -0.393521 4.518910 4.857041 -0.0159 -0.0044 -0.0220 0.124
C 4.320198 2.681778 -2.999266 0.0469 0.0466 -0.0260 -0.066
C -2.341876 2.817527 -0.037973 0.0372 0.1155 0.0674 -0.132
H -4.611221 -3.132654 4.548252 0.0102 -0.0529 0.0197 0.148
C -2.788726 -4.192205 4.051547 0.0186 0.0155 -0.0194 -0.015
H -1.773335 2.914501 3.510465 -0.0128 0.0457 0.0603 0.101
C 1.198818 3.091365 5.253780 0.0966 -0.0516 -0.0789 -0.183
N -3.369165 -2.034695 3.317195 -0.1192 0.0307 0.0395 0.063
C -2.240710 -1.842107 2.590322 -0.0681 0.0047 -0.0330 -0.684
C -4.358518 1.618460 -1.402378 -0.0534 0.0221 0.0711 -0.067
C 3.291069 -0.141780 -1.548482 -0.0430 -0.0601 0.0661 -0.076
Se -0.835998 -0.548059 -3.006254 -0.1863 0.0378 -0.0541 0.736
C 1.793810 2.779465 3.861950 0.0122 -0.0516 0.0340 -0.275
H -0.871437 3.256953 5.970131 0.0294 -0.0124 0.0220 0.131
S 0.447980 2.933201 2.668827 0.0110 0.0009 -0.4666 1.028
C -0.284931 3.454345 5.075289 -0.0402 -0.0236 0.0166 -0.210
C -0.802603 2.621853 3.905671 -0.0147 -0.1333 0.0678 -0.314
C 2.537146 6.144218 1.075076 0.0164 0.0391 0.0018 -0.039
C 2.940966 0.864686 -0.630171 0.4618 -0.1292 -0.1199 -0.345
C -1.335601 -2.910133 2.606488 0.1248 0.0651 -0.1043 -0.069
C 0.166167 -3.237824 -2.943531 0.0521 -0.0249 0.0843 -0.055
H 4.299938 3.324563 0.468917 -0.0241 -0.0388 -0.0320 0.114
H 3.043444 1.480130 1.431729 0.0115 0.0143 0.0018 0.081
H -0.419782 -2.817237 2.042628 -0.0121 0.0118 0.0130 0.083
Se -2.929537 -0.757037 -1.942553 0.1543 -0.0583 -0.0489 0.761
N 0.499750 -1.949838 -0.961138 -0.1755 0.2340 0.1902 -0.108
C 1.396475 5.879063 0.328938 0.0058 -0.0738 0.0036 -0.050
C 3.571694 5.217103 1.133045 -0.0744 -0.0154 -0.0345 -0.051
C 2.733798 3.233472 -5.223058 -0.0053 -0.0251 0.0345 -0.042
C 2.312263 3.737676 -0.291819 0.0011 0.1740 0.1289 -0.294
H 2.585766 3.455952 3.548166 0.0078 0.0152 0.0337 0.089
H -5.556040 3.320844 -0.885757 0.0042 -0.0059 0.0030 0.134
C 4.116756 3.286187 -5.313244 0.0205 0.0014 -0.0261 -0.032
P 2.157168 2.319872 -1.350946 -0.3039 0.1285 -0.3076 0.831
H 1.750234 3.897677 5.730182 -0.0271 0.0204 0.0101 0.124
H 1.307933 2.212323 5.886379 -0.0550 -0.0067 0.0047 0.123
H -4.043747 -1.278427 3.308810 0.0120 0.0008 -0.0041 0.151
H 1.478350 -2.854101 0.614731 0.0092 0.0119 -0.0086 0.113
H 2.628507 7.090151 1.592879 0.0267 -0.0159 0.0133 0.123
H -0.884527 -4.865778 3.313160 -0.0105 0.0016 0.0078 0.129
C -1.602651 -4.055657 3.318943 -0.0154 -0.0768 0.0528 -0.008
C -3.664156 -3.149083 4.028766 -0.0115 0.1721 -0.0706 -0.019
C 3.956582 -1.278175 -1.123840 -0.0114 0.0076 0.0370 -0.045
C 1.106049 -2.995547 -0.393676 0.0802 -0.1123 -0.0691 -0.135
H 3.071952 -0.016698 -2.602617 0.0057 0.0412 -0.0043 0.126
H 0.947688 -5.238129 -2.900629 -0.0095 0.0082 -0.0005 0.135
O 0.535299 1.680442 1.757544 0.0423 0.3230 0.1052 -0.754
H 4.246998 -2.033178 -1.842562 0.0051 0.0005 0.0053 0.128
C -3.563824 3.458845 -0.089534 0.0037 -0.0718 -0.1479 -0.010
H 0.605908 6.615177 0.267720 0.0076 -0.0037 -0.0075 0.121
H 4.950347 2.466914 -2.142994 -0.0430 -0.0067 0.0311 0.117
```
Positions in Å, forces in eV/Å.

Values from the calculation:
Frontier orbital gap (alpha / beta): 7.5 / 7.6 eV
Net charge: +3
Molar mass: 951.98 g/mol
Spin multiplicity: 4
Total energy: -8247.65070 Eh
HOMO level (alpha / beta): -15.449 / -15.459 eV